one | The following is a DFT calculation (ωB97M-V with the def2-TZVPD basis set) of a single C4H9NO2 molecule.

Geometry as XYZ:
```
16
Properties=species:S:1:pos:R:3:lowdin_charge:R:1
O 0.49 -0.97 0.49 -0.075
O 0.17 1.35 0.60 -0.149
N -0.82 -1.01 -1.41 -0.059
C -0.73 -1.11 -0.10 -0.220
C 1.07 0.34 0.32 -0.254
C -0.22 1.39 1.95 -0.093
C 0.14 -0.94 -2.34 -0.052
H 1.93 0.32 0.99 0.140
H -0.17 -0.89 -3.37 0.039
H -1.77 -0.94 -1.76 0.160
H -1.63 -1.08 0.50 0.123
H 1.39 0.51 -0.72 0.112
H -0.36 0.38 2.35 0.089
H -1.17 1.93 1.99 0.092
H 0.52 1.92 2.56 0.091
H 1.15 -1.21 -2.06 0.054
```

Lowest unoccupied orbital energy = 0.0336 Ha

two | The following is a DFT calculation (ωB97M-V with the def2-TZVPD basis set) of a single C4H9NO2 molecule.

Geometry as XYZ:
```
16
Properties=species:S:1:pos:R:3:lowdin_charge:R:1
O -1.10 2.05 1.03 0.062
O 0.63 -2.13 -0.81 -0.070
N -0.40 -0.58 1.63 0.040
C 0.01 0.32 -0.77 -0.136
C 0.01 1.66 0.89 -0.316
C 0.56 0.18 0.77 -0.235
C -0.03 -1.08 -1.51 -0.231
H -1.10 -1.26 -1.63 0.108
H -0.97 0.73 -0.97 0.108
H 1.59 -0.12 0.65 0.138
H -1.27 -0.35 1.16 0.075
H 0.79 2.40 0.59 0.125
H 0.70 1.06 -1.18 0.106
H -0.28 -0.17 2.54 0.075
H 0.44 -0.88 -2.48 0.111
H 0.40 -1.86 0.10 0.039
```

Lowest unoccupied orbital energy = 0.0240 Ha

Most stable structure among those shown: two.